Entry 1:
A structure of composition C23H55N3OP4STi, computed with ωB97M-V with the def2-TZVPD basis set.

Structure (XYZ):
```
88
Properties=species:S:1:pos:R:3:forces:R:3:mulliken_charge:R:1
H 3.200305 2.280120 -0.055363 0.140 0.046 0.015 0.44
H 0.837080 1.036054 0.783290 1.248 -0.658 0.052 -0.56
H -3.487902 -2.779682 -2.195438 -0.335 0.097 0.154 0.32
H 4.150198 -0.846452 0.712601 -0.179 0.275 0.146 0.56
H -0.937720 -3.043750 2.987288 0.063 0.256 -0.198 0.47
H -4.106664 -1.478265 -3.916411 -0.316 0.323 0.079 0.30
H -2.797961 2.054086 -2.436608 -0.267 -0.075 -0.054 0.28
H -5.661319 -0.791890 -3.300910 0.426 0.055 -0.153 0.30
H 2.716651 0.284580 -2.517259 -0.129 0.021 -0.296 0.30
C -4.380207 -2.772414 -1.552206 -0.133 -0.290 -0.079 -1.14
H -4.696089 2.655000 1.119144 0.323 -0.283 -0.051 0.45
H -6.151285 2.434438 -0.501497 0.023 -0.479 -0.108 0.44
C -4.635127 -0.555418 -3.629694 -0.408 -0.356 -0.553 -1.01
H -1.136846 8.933437 -0.186042 0.282 -0.022 0.293 0.33
H 2.469843 2.804449 1.463733 0.001 0.064 0.142 0.41
H -1.381313 0.275350 -3.636458 0.248 -0.200 -0.038 0.22
P 2.200776 0.441765 1.106775 1.326 1.142 1.662 1.30
H -0.402688 2.282483 2.090306 0.141 -0.006 0.193 0.62
C -0.366477 8.802643 0.584329 -0.192 0.456 0.705 -0.50
C -0.341115 3.603078 0.367657 -0.917 0.911 0.639 1.25
O -2.352819 0.049125 -0.580047 4.907 0.271 1.164 0.53
H -3.359871 1.634061 -4.073481 0.020 0.109 0.246 0.51
C -3.630521 1.623918 -3.011761 -0.043 -0.041 -0.099 -1.17
C 3.197510 -0.735780 0.175692 -0.714 -0.530 -0.942 -0.92
H 3.219994 0.271351 3.236622 -0.235 -0.112 -0.104 0.52
H 1.864501 -3.034915 1.669359 -0.158 -0.165 -0.145 0.44
H -5.004658 -1.016214 1.299629 -0.149 -0.295 -0.270 0.27
C -0.745906 4.349066 2.641513 -0.095 -0.014 -0.369 -1.20
C 2.248124 -0.058378 2.837440 -0.412 -0.235 0.156 -1.28
C -5.256641 -1.767683 0.538327 -0.240 0.092 0.191 -0.93
H -3.885135 1.231736 1.814779 -0.022 0.253 -0.198 0.22
H 0.668497 8.905093 0.253611 -0.251 -0.079 0.174 0.29
N -4.419639 -1.591348 -0.672234 0.320 0.373 -0.360 0.03
H 2.158322 -1.147185 2.959118 0.084 0.339 -0.044 0.36
H 2.070424 -2.537149 -2.058179 -0.123 -0.024 -0.185 0.42
H 2.025851 -0.138186 -4.111760 -0.065 0.058 0.232 0.54
Ti -0.460809 0.202352 -0.346885 -2.768 2.245 -0.266 -0.02
C -0.489605 3.310664 1.742951 0.249 0.309 -0.625 -0.31
H -1.825262 -1.524608 2.651139 0.153 -0.118 0.081 0.37
H -4.708771 0.072368 -4.529322 -0.080 -0.303 0.308 0.46
C 1.121808 -2.404458 -2.589572 0.016 -0.269 0.675 -1.27
C -0.958433 5.650909 2.181724 0.173 -0.801 -0.785 -0.41
C 1.807694 0.295599 -3.126177 0.145 0.513 0.428 -1.09
H -5.061017 -2.766770 0.942950 -0.027 0.207 -0.024 0.43
H -1.365801 -3.277168 -0.938168 -0.069 -0.038 0.195 0.19
H -1.094385 6.470006 2.866445 -0.139 0.020 0.129 0.50
H -0.299858 -0.745359 -4.640676 -0.048 -0.002 0.244 0.68
H -4.537575 2.238261 -2.885376 0.371 -0.170 0.022 0.35
H 4.028155 1.922301 1.499374 -0.024 -0.028 -0.061 0.54
S 0.273228 2.519991 -0.851093 -0.542 -2.708 -0.190 -0.33
H -6.331442 -1.698714 0.302857 0.407 -0.021 0.048 0.36
H -1.755245 8.592641 2.186700 0.377 -0.042 -0.238 0.40
H 3.404552 -0.378548 -0.837416 0.089 0.023 0.311 0.27
H -6.374630 0.933371 -1.442132 0.234 0.047 0.375 0.28
H -5.289676 -2.849390 -2.169047 0.390 0.030 0.190 0.37
N -3.879729 0.207610 -2.636032 0.402 0.101 0.856 0.52
P -0.259380 -2.062277 0.875650 -0.449 -2.134 0.700 0.86
H -6.730035 0.963671 0.319040 0.313 0.087 -0.396 0.38
N -4.654814 1.008059 -0.161420 1.434 -0.362 -0.413 0.43
H -0.147310 -1.452688 3.240511 -0.221 -0.213 -0.008 0.37
H -1.156650 6.866034 0.402130 -0.198 -0.215 0.214 0.37
H 0.403817 -3.151438 -2.229810 0.183 0.134 -0.178 0.33
C -0.977393 5.880171 0.800223 -0.016 -0.254 -0.102 -0.38
H -4.343275 -3.664499 -0.913458 0.052 0.170 -0.203 0.44
C -0.801021 -0.656365 -3.666987 -0.644 0.178 0.181 -1.32
H 1.485802 1.337858 -3.241617 0.047 -0.236 -0.071 0.43
C -0.844727 -2.015011 2.608992 -0.015 0.730 0.065 -1.25
P 0.486352 -0.710794 -2.375675 0.506 -0.630 -2.611 1.20
H 0.605949 -4.262329 1.371064 0.022 0.327 -0.043 0.57
H 2.734832 -1.725673 0.107198 0.146 0.238 0.097 0.07
H -1.560771 -4.083866 0.637392 0.063 0.304 -0.084 0.66
C -0.660816 4.891985 -0.111130 0.288 -0.706 0.205 -1.04
C -4.026327 1.813846 0.888215 0.024 0.058 0.344 -0.94
C 1.060636 -3.338388 0.987664 0.560 0.396 -0.253 -1.47
C -0.705039 8.602107 1.865501 0.149 0.984 -0.318 -0.74
C 3.063307 2.021401 0.994370 -0.319 -0.104 -0.241 -1.23
C -1.560532 -3.109372 0.127536 -0.233 0.195 -0.402 -0.53
H 0.028584 8.551601 2.676942 -0.115 0.023 -0.402 0.31
P -3.807331 -0.114590 -1.023103 -4.574 0.480 -0.925 -0.88
H 1.289707 -2.558820 -3.664656 -0.058 0.119 0.229 0.56
H -0.623602 5.108080 -1.179866 0.025 0.008 0.296 0.48
H 1.485676 -3.552140 -0.002158 -0.082 -0.028 0.291 0.38
H -0.783608 4.147073 3.698082 -0.057 -0.107 0.199 0.49
C -6.047748 1.335471 -0.469140 -0.761 0.184 0.022 -1.03
H -1.506324 -1.489867 -3.545114 0.215 0.164 -0.007 0.34
H 1.445468 0.431451 3.402363 0.246 -0.009 -0.035 0.41
H -3.060475 2.224908 0.555006 -0.282 -0.018 0.149 0.23
H -2.548800 -2.647005 0.225845 0.277 -0.034 0.028 -0.21
```
Positions in Å, forces in eV/Å.

The calculated total energy comes out at -3760.47138 Eh. Its total charge is +4. The value obtained for the LUMO energy (spin up / spin down) is -0.531 / -0.527 Ha. For the HOMO-LUMO gap (spin up / spin down), the calculation gives 2.70 / 2.81 eV.

=====

Entry 2:
A structure of composition C23H55N3OP4SY, computed with ωB97M-V with the def2-TZVPD basis set.

Structure (XYZ):
```
88
Properties=species:S:1:pos:R:3:forces:R:3:mulliken_charge:R:1
C -2.429595 -1.241911 -2.779310 0.870 -1.086 -0.506 -0.64
C -1.043504 -1.070645 -2.559500 -1.939 -1.125 0.231 1.15
C -3.540811 2.407559 -3.123312 -0.591 -0.008 0.045 -0.86
H -3.079271 -0.371087 -2.735616 0.008 -0.330 -0.333 0.21
H 3.217286 -0.900159 4.602154 -0.182 0.070 -0.466 0.43
H 2.731323 -4.892318 2.250786 0.286 0.103 -0.157 0.31
H 3.696964 3.877556 -0.431102 -0.534 0.099 -0.136 0.47
N -0.245908 -3.091866 2.126474 0.721 -0.514 0.667 0.26
C 2.772533 -0.791015 3.597180 0.327 -0.337 0.071 -1.04
C -2.036358 -3.629431 -3.107806 0.067 0.150 -0.022 -0.58
H -2.401788 -4.658299 -3.293408 0.218 0.915 -0.209 0.41
H -2.812930 4.770947 -5.187826 0.216 -0.072 0.085 0.42
N 2.524835 -2.955382 1.377088 0.082 -0.266 0.351 0.32
H 2.642201 -2.029475 -0.510734 0.110 -0.308 -0.019 -0.07
C -0.371870 -4.296515 2.979778 -0.210 -0.499 0.189 -1.19
H 3.614591 0.821289 0.988902 0.040 0.258 0.106 0.35
P -1.773123 1.222888 1.260299 -1.177 -0.214 1.759 1.16
P 1.938495 2.538122 0.585304 0.487 1.304 0.086 1.45
C 3.418127 1.830621 1.379949 0.209 -0.209 0.061 -1.46
H 3.276117 1.752824 2.460700 0.110 0.134 -0.212 0.33
H 2.584921 0.390244 -2.506868 -0.177 0.015 -0.675 0.47
H 1.570682 -0.961183 -4.260710 -1.201 -0.187 0.590 0.30
H 0.433562 -4.409751 3.724134 -0.165 0.350 -0.372 0.39
C -3.333970 0.273367 1.038661 -0.155 -0.048 -0.404 -1.24
H -1.798469 5.046098 -1.722394 -0.040 -0.418 -0.482 0.53
H 1.235268 -1.951948 5.562607 -0.401 0.386 -0.585 0.36
H -1.871015 0.601702 3.654575 0.245 0.043 -0.399 0.55
C -1.934219 4.149213 -4.989902 -0.210 0.379 -0.177 -1.15
H 0.330178 -0.545271 4.832118 0.511 -0.622 -0.101 0.31
H 4.287510 2.458878 1.159432 -0.128 -0.130 0.177 0.58
H 4.202092 -4.149396 1.527982 -0.157 -0.158 0.281 0.40
H -3.210348 -0.795074 1.264895 0.038 0.394 -0.068 0.41
H -4.146575 0.669034 1.671746 0.416 -0.075 -0.229 0.46
C -1.361191 4.054070 -1.935102 0.313 0.055 0.485 -0.60
H 0.358406 0.257720 -4.843136 1.868 0.442 -0.662 0.40
C -2.403394 2.827956 1.876852 0.160 0.576 -0.296 -1.36
H -1.556826 3.435746 -1.036376 -0.084 0.034 -0.624 -0.11
C -1.212005 -3.053189 1.006897 0.127 0.163 0.042 -0.59
C -0.199207 -2.184560 -2.387430 -0.243 -0.047 -0.636 -0.10
C -0.690470 -3.442963 -2.767122 0.137 0.056 0.562 -0.98
C 1.178417 3.703145 1.775464 0.098 -0.222 0.357 -1.39
H -3.360512 1.369047 -3.403277 -0.150 0.073 -0.019 0.17
H 2.521728 0.275876 3.434280 -0.187 -0.641 0.218 0.07
C 2.645530 3.655737 -0.685598 0.008 -0.058 -0.453 -1.16
H -1.988796 -3.810109 1.229630 0.352 0.556 -0.227 0.55
H -3.104821 3.258053 1.151448 0.026 -0.117 0.173 0.44
H 3.596457 -3.592123 3.090020 -0.091 0.037 -0.109 0.33
C 3.293327 -3.958182 2.105746 0.272 -0.455 0.366 -0.88
H -2.906032 2.731420 2.854144 0.163 -0.177 -0.461 0.48
H 2.611704 3.156757 -1.669132 0.106 0.223 0.404 0.12
P -1.971543 3.247300 -3.444078 -0.224 -0.683 -0.741 0.95
H 3.585656 -3.535255 -0.310184 -0.518 0.133 -0.150 0.54
H -0.858534 -0.549042 2.727375 -0.218 0.437 0.016 -0.18
H -0.727695 -3.294220 0.041471 -0.431 0.099 0.431 0.16
H -1.188934 2.123956 -3.891934 -0.197 1.272 0.942 -0.23
H -4.388258 2.763577 -3.726658 0.414 0.116 0.056 0.48
H 2.056733 4.587554 -0.744759 0.325 -0.342 0.075 0.38
P 1.192255 -2.290458 2.037938 -0.220 0.247 -0.013 -1.16
H -3.619816 0.357150 -0.021733 -0.140 -0.085 0.370 0.25
C 1.041254 -0.020789 -4.019340 -1.240 -0.199 -0.324 -0.53
H -1.826331 3.366356 -5.756580 -0.247 0.316 0.152 0.42
H -1.667832 -2.039447 0.956362 0.193 -0.773 -0.142 -0.24
H 1.967063 4.263234 2.301944 -0.412 0.013 -0.179 0.51
C 2.628756 -3.042835 -0.086088 -0.159 0.059 0.042 -0.71
H 0.006053 -4.278829 -2.823820 -0.259 0.031 0.275 0.46
H -3.872025 2.431324 -2.075876 0.321 0.137 -0.233 0.28
H -0.206948 1.047008 3.170121 -0.307 -0.132 -0.105 0.36
H 1.772404 -3.595844 -0.511965 0.526 0.029 -0.057 0.24
H 0.575553 3.143159 2.509490 0.337 0.278 -0.133 0.30
H -0.202770 -2.212781 4.527380 0.530 0.272 -0.006 0.31
N 1.598121 -1.682300 3.499494 -0.283 0.062 0.029 0.36
H -0.366628 -5.218110 2.368436 -0.033 0.425 0.211 0.38
O 0.897140 -1.208562 0.995567 -0.312 0.698 -0.327 1.43
C -1.119191 0.515243 2.849642 0.114 -0.151 0.024 -0.71
H -3.953733 -2.637341 -3.436330 0.645 -0.039 0.303 0.44
H 3.519769 -1.087351 2.847842 -0.180 0.128 0.276 0.41
C 1.871425 0.877772 -3.192534 1.641 3.357 0.886 -1.25
H -1.584020 3.548251 1.983244 -0.180 -0.167 0.051 0.31
H -0.276147 4.180555 -1.991927 -0.055 0.024 -0.201 0.21
H 0.868888 -2.051386 -2.080250 -0.909 -0.140 -0.669 0.50
Y 0.462425 0.422351 -0.167474 -0.006 -0.189 -2.972 -0.68
H -1.025001 4.750453 -5.030706 -0.031 0.111 0.015 0.38
C -2.897025 -2.517456 -3.142217 -0.526 0.040 0.662 -0.88
H 0.500150 4.377943 1.231325 0.348 -0.097 0.194 0.36
S -0.245801 0.487716 -2.842924 0.740 -2.688 2.666 0.14
H -1.322901 -4.248423 3.537702 0.354 -0.057 -0.244 0.44
H 2.212956 1.849541 -3.581308 0.373 -0.715 0.020 0.29
C 0.695327 -1.584057 4.659794 -0.341 -0.321 0.534 -0.92
```
Positions in Å, forces in eV/Å.

The calculated total energy comes out at -2949.84812 Eh. Its total charge is +3. The value obtained for the LUMO energy (spin up / spin down) is -0.304 / -0.304 Ha. For the energy above the lowest of the compared OMol25 structures with the same formula, charge and spin, the calculation gives 73.4 kcal per mole. For the HOMO-LUMO gap (spin up / spin down), the calculation gives 5.22 / 5.22 eV.